# 1
Below is a cluster of 5 separate species, C17H37BrN2O12P2S4 in total, with properties calculated with ωB97M-V/def2-TZVPD.

Results
HOMO level   -9.16 eV
LUMO level   0.31 eV
Structure (SMILES)   NP(O)OC(=O)NP(O)Br.O=S1(=O)CCCC1.O=S1(=O)CCCC1.O=S1(=O)CCCC1.O=S1(=O)CCCC1

```
! RIJCOSX wB97M-V def2-TZVPD def2/J DEFGRID3
* xyz 0 1
N 3.062 -1.053 -2.472
P 3.056 -0.834 -4.138
O 2.779 -2.356 -4.626
O 1.530 -0.056 -4.424
C 0.552 0.048 -3.515
O 0.214 1.084 -3.008
N -0.001 -1.186 -3.147
P -0.318 -2.363 -4.384
O -0.028 -3.698 -3.516
Br -2.582 -2.288 -4.325
H 2.615 -1.881 -2.095
H 2.804 -0.249 -1.911
H 2.350 -2.951 -3.997
H -0.819 -0.981 -2.581
H 0.056 -3.496 -2.562
C -1.922 -2.405 1.984
C -1.023 -3.495 2.583
C -0.056 -3.950 1.482
S 0.161 -2.525 0.407
O -0.380 -2.833 -0.905
O 1.509 -2.022 0.493
C -0.987 -1.451 1.249
H -2.486 -1.876 2.748
H -2.626 -2.850 1.278
H -0.459 -3.084 3.422
H -1.606 -4.334 2.958
H 0.925 -4.239 1.853
H -0.472 -4.751 0.874
H -1.475 -0.815 0.515
H -0.402 -0.842 1.939
C 8.695 -1.450 -6.881
C 7.470 -0.741 -7.478
C 6.257 -1.111 -6.615
S 6.906 -1.437 -4.968
O 6.698 -2.828 -4.652
O 6.484 -0.409 -4.052
C 8.634 -1.198 -5.379
H 9.626 -1.080 -7.308
H 8.637 -2.523 -7.079
H 7.626 0.339 -7.451
H 7.306 -1.024 -8.517
H 5.523 -0.314 -6.533
H 5.773 -2.026 -6.951
H 9.230 -1.884 -4.782
H 8.885 -0.167 -5.132
C -4.385 0.382 7.267
C -2.911 0.747 7.497
C -2.117 0.223 6.294
S -3.264 0.226 4.907
O -3.481 -1.136 4.471
O -2.869 1.224 3.946
C -4.694 0.778 5.827
H -5.043 0.896 7.965
H -4.529 -0.692 7.396
H -2.810 1.831 7.561
H -2.530 0.326 8.426
H -1.271 0.854 6.032
H -1.785 -0.804 6.433
H -5.579 0.303 5.410
H -4.754 1.861 5.704
C -4.834 4.951 0.544
C -3.510 4.344 1.029
C -3.134 5.051 2.336
S -4.686 5.569 3.087
O -4.734 7.008 3.123
O -4.933 4.802 4.284
C -5.747 4.989 1.764
H -5.276 4.367 -0.262
H -4.669 5.965 0.173
H -3.642 3.276 1.215
H -2.720 4.453 0.288
H -2.620 4.399 3.038
H -2.550 5.953 2.163
H -6.591 5.668 1.676
H -6.090 3.991 2.038
*
```

***

# 2
Below is the molecule C4H7NO2, with properties calculated with ωB97M-V/def2-TZVPD.

Results
HOMO level   -9.65 eV
Relative energy (zero: lowest compared OMol25 entry of this formula, charge and spin)   27.4 kcal/mol
LUMO level   0.56 eV
Structure (SMILES)   C[C@@H](C=O)C(N)=O

```
! RIJCOSX wB97M-V def2-TZVPD def2/J DEFGRID3
* xyz 0 1
C -1.080 -1.122 1.026
C -0.286 -0.346 -0.015
C -0.820 1.088 -0.274
O -1.801 1.003 -0.961
C 1.164 -0.153 0.240
O 1.700 -0.420 1.294
N 1.796 0.464 -0.812
H -0.929 -0.671 2.005
H -2.151 -1.128 0.784
H -0.740 -2.163 1.054
H -0.401 -0.870 -0.986
H -0.281 2.091 -0.251
H 1.311 0.780 -1.642
H 2.750 0.751 -0.681
*
```